Entry 1:
The following is a DFT calculation (the ωB97M-V functional and the def2-TZVPD basis) of a structure of composition C16H23N5O2PS2Sr.

Element x y z (Å)
Sr -1.07 -0.49 -0.73
O -0.70 1.77 -1.89
N -1.37 2.81 -1.63
N -1.70 2.89 -0.39
O -1.37 2.00 0.52
C -2.44 4.05 0.01
C -2.85 4.12 1.33
C -3.53 5.24 1.78
C -3.80 6.29 0.92
C -3.39 6.21 -0.41
C -2.71 5.10 -0.87
H -2.63 3.28 1.98
H -3.85 5.29 2.82
H -4.32 7.17 1.28
H -3.60 7.02 -1.09
H -2.39 5.02 -1.90
C 2.45 1.92 -1.35
C 1.66 0.82 -0.70
S 1.25 -0.48 -1.94
C 1.33 0.81 0.62
C 1.65 1.96 1.53
S 0.35 -0.49 1.43
H 2.80 1.60 -2.33
H 3.33 2.19 -0.74
H 1.84 2.82 -1.49
H 2.56 2.49 1.23
H 1.77 1.61 2.55
H 0.81 2.66 1.51
C -0.11 -5.03 -0.84
N -0.55 -4.17 0.27
C 0.39 -4.29 1.41
N 1.83 -4.21 1.09
C 2.11 -5.08 -0.05
N 1.28 -4.81 -1.22
C 1.43 -3.39 -1.64
P 0.99 -2.01 -0.30
C -0.66 -2.76 -0.17
C 2.26 -2.80 0.82
H -0.75 -4.84 -1.70
H -0.24 -6.07 -0.54
H 0.21 -5.25 1.90
H 0.17 -3.50 2.11
H 1.93 -6.11 0.26
H 3.16 -4.97 -0.32
H 0.77 -3.24 -2.49
H 2.45 -3.23 -1.99
H -1.09 -2.68 -1.23
H -1.28 -2.20 0.56
H 2.39 -2.27 1.75
H 3.22 -2.81 0.28

For the frontier orbital gap (alpha / beta), the calculation gives 3.11 / 3.11 eV. As for the net charge: -1.

---

Entry 2:
The following is a DFT calculation (the ωB97M-V functional and the def2-TZVPD basis) of a structure of composition C16H23NO2.

Element x y z (Å)
C -3.75 -1.76 -1.96
C -3.12 -0.64 -1.22
C -3.49 -0.16 -0.03
C -4.67 -0.92 0.79
H -5.36 -0.30 1.08
H -4.35 -1.52 1.71
H -5.42 -1.71 0.41
C -3.01 0.95 0.55
N -1.68 1.16 0.13
C -1.07 2.41 0.52
C 0.09 2.89 -0.30
C 1.02 1.66 -0.24
C 0.71 0.15 0.23
C 1.63 -0.61 0.52
C 2.94 -0.57 0.04
C 3.32 0.66 -0.20
C 2.50 1.56 -0.41
H 2.79 2.61 -0.75
O 4.76 1.15 -0.75
C 5.69 0.16 -0.55
H 5.87 -0.25 0.26
H 5.41 -0.64 -1.17
H 6.58 0.78 -0.97
O 3.80 -1.52 0.48
C 3.42 -2.65 0.53
H 3.10 -2.72 1.78
H 4.32 -3.64 0.79
H 2.71 -3.10 0.08
H 1.17 -1.68 0.97
C -0.71 0.08 0.82
H -1.08 -0.74 0.34
H -0.82 0.07 1.73
H 0.64 3.68 -0.03
H -0.17 2.61 -1.39
H -1.89 3.14 0.28
H -0.82 2.77 1.64
H -3.54 1.84 0.25
H -3.04 0.82 2.03
H -2.50 -0.02 -1.67
H -4.36 -1.24 -2.86
H -4.47 -2.42 -1.36
H -3.13 -2.35 -2.08

For the frontier orbital gap, the calculation gives 8.64 eV. As for the net charge: 0.

---

Entry 3:
The following is a DFT calculation (the ωB97M-V functional and the def2-TZVPD basis) of the molecule C16H23NO3.

Element x y z (Å)
C -4.77 -2.76 -0.47
O -4.65 -1.52 0.18
C -3.53 -0.78 -0.01
C -2.46 -1.15 -0.82
C -1.36 -0.31 -0.92
C -1.30 0.91 -0.25
C -0.12 1.79 -0.38
O -0.19 3.00 -0.29
C 1.22 1.10 -0.60
C 2.35 2.12 -0.76
C 3.67 1.38 -0.90
C 3.88 0.44 0.28
N 2.78 -0.51 0.37
C 3.04 -1.58 1.32
C 3.87 -2.67 0.64
O 3.27 -3.06 -0.57
C 1.53 0.19 0.60
C -2.40 1.30 0.54
C -2.43 2.60 1.28
C -3.48 0.44 0.66
H -5.73 -3.16 -0.17
H -4.75 -2.65 -1.56
H -3.98 -3.45 -0.16
H -2.46 -2.08 -1.36
H -0.55 -0.62 -1.56
H 1.18 0.48 -1.50
H 2.16 2.74 -1.63
H 2.38 2.77 0.11
H 4.50 2.08 -0.96
H 3.67 0.79 -1.83
H 4.81 -0.12 0.15
H 3.97 1.03 1.21
H 3.54 -1.22 2.23
H 2.08 -2.01 1.61
H 4.89 -2.31 0.46
H 3.92 -3.56 1.28
H 2.96 -2.23 -0.98
H 0.74 -0.55 0.72
H 1.57 0.80 1.52
H -1.49 2.76 1.82
H -2.54 3.42 0.58
H -3.25 2.62 1.99
H -4.33 0.71 1.27

As for the SMILES: COc1ccc(C(=O)[C@H]2CCCN(CCO)C2)c(C)c1. For the frontier orbital gap, the calculation gives 9.42 eV. As for the net charge: 0.

---

Entry 4:
The following is a DFT calculation (the ωB97M-V functional and the def2-TZVPD basis) of the molecule C16H23NO4.

Element x y z (Å)
C 1.37 -0.07 -5.05
C 2.10 -0.21 -3.72
C 2.91 1.04 -3.38
C 3.77 0.89 -2.13
C 3.00 0.65 -0.83
C 2.06 1.81 -0.48
O 1.62 1.76 0.87
C 0.69 0.85 1.25
C 0.44 0.78 2.62
C -0.50 -0.08 3.12
C -1.24 -0.91 2.28
C -2.31 -1.79 2.88
C -3.55 -0.94 3.24
C -3.83 0.07 2.15
N -3.64 1.36 2.48
O -4.21 -0.26 1.04
C -2.63 -2.99 1.97
O -2.08 -4.04 2.14
O -3.53 -2.82 1.02
C -1.00 -0.84 0.92
C -0.04 0.02 0.40
H 0.79 -0.96 -5.27
H 2.08 0.09 -5.85
H 0.69 0.78 -5.02
H 2.77 -1.07 -3.76
H 1.37 -0.41 -2.93
H 3.57 1.26 -4.22
H 2.23 1.89 -3.27
H 4.37 1.80 -2.01
H 4.46 0.06 -2.27
H 2.44 -0.28 -0.89
H 3.72 0.55 -0.01
H 1.20 1.84 -1.16
H 2.60 2.76 -0.55
H 1.02 1.42 3.27
H -0.66 -0.13 4.19
H -1.92 -2.23 3.80
H -4.43 -1.59 3.35
H -3.38 -0.43 4.19
H -3.24 1.64 3.36
H -3.76 2.06 1.76
H -3.88 -1.89 0.94
H -1.54 -1.47 0.23
H 0.11 0.04 -0.67

As for the SMILES: CCCCCCOc1ccc([C@@H](CC(N)=O)C(=O)O)cc1. For the frontier orbital gap, the calculation gives 9.08 eV. As for the net charge: 0.

---

Entry 5:
The following is a DFT calculation (the ωB97M-V functional and the def2-TZVPD basis) of a structure of composition C16H24AlO8.

Element x y z (Å)
Al 0.24 -1.22 2.51
O -0.79 0.78 0.72
C -0.84 1.85 0.15
O -1.58 1.98 -0.93
C -1.15 3.13 -1.69
C -0.56 4.12 -0.68
C -0.17 3.18 0.46
H -1.89 3.54 -2.37
H -0.34 2.78 -2.35
H -1.32 4.85 -0.40
H 0.31 4.59 -1.12
H -0.10 3.52 1.49
H 0.89 2.92 0.26
O 2.55 -1.30 1.02
C 3.76 -1.46 0.83
O 4.66 -0.79 1.48
C 6.04 -1.17 1.02
C 5.70 -1.83 -0.29
C 4.39 -2.55 -0.01
H 6.40 -1.77 1.85
H 6.65 -0.28 0.89
H 6.42 -2.33 -0.94
H 5.52 -1.03 -1.03
H 4.41 -3.45 0.61
H 3.88 -2.86 -0.92
O 0.09 -1.80 -0.28
C 0.22 -1.51 -1.46
O 0.14 -0.29 -1.92
C 0.40 -0.28 -3.36
C 0.04 -1.70 -3.81
C 0.40 -2.54 -2.56
H 1.45 -0.11 -3.54
H -0.28 0.40 -3.87
H 0.64 -2.00 -4.66
H -1.00 -1.88 -4.09
H 1.49 -2.71 -2.59
H -0.19 -3.44 -2.46
O -2.49 -0.93 2.09
C -3.58 -0.53 2.49
O -4.67 -1.00 1.95
C -5.83 -0.17 2.34
C -5.19 1.03 2.97
C -3.89 0.50 3.57
H -6.41 -0.80 3.01
H -6.47 -0.07 1.46
H -5.82 1.54 3.71
H -5.03 1.90 2.32
H -3.94 -0.10 4.49
H -3.14 1.29 3.65

For the frontier orbital gap, the calculation gives 3.50 eV. As for the net charge: +3.

---

Summary of energy above the lowest of the compared OMol25 structures with the same formula, charge and spin in eV
6.973 19.301 2.055 0.119 2.498
(order as listed above)
Summary of F_max in Eh/bohr
0.1105 0.3281 0.0104 0.0121 0.0456
(order as listed above)